{
  "formula": "C33H39N7NaO4S3",
  "method": "wB97M-V/def2-TZVPD",
  "energy_ha": -3322.19491,
  "total_charge": -1,
  "homo_lumo_gap_ev": 7.00,
  "elements": ["Na", "O", "C", "C", "C", "C", "C", "C", "N", "H", "H", "H", "H", "H", "H", "H", "C", "C", "C", "C", "C", "C", "C", "N", "C", "C", "C", "C", "C", "C", "C", "N", "C", "C", "C", "C", "H", "H", "H", "H", "H", "H", "H", "H", "H", "H", "H", "H", "H", "H", "H", "H", "H", "H", "H", "H", "H", "H", "H", "H", "O", "S", "N", "N", "C", "C", "C", "C", "C", "C", "S", "O", "O", "N", "C", "S", "C", "C", "N", "H", "H", "H", "H", "H", "H", "H", "H"],
  "coordinates": [[2.524886, -0.797650, -0.216330], [3.654242, -1.717608, -3.609733], [4.920632, -1.175716, -3.815941], [5.165494, 0.176822, -3.161946], [6.447231, 0.723948, -3.230535], [6.679179, 1.971244, -2.685191], [5.622005, 2.641247, -2.085397], [4.389271, 2.013045, -2.050203], [4.156676, 0.804820, -2.565851], [3.636262, -2.052086, -2.683533], [5.049790, -1.045258, -4.895965], [5.710331, -1.859933, -3.478287], [7.244626, 0.163321, -3.704350], [7.667129, 2.414487, -2.721824], [5.740972, 3.618370, -1.637712], [3.542554, 2.494174, -1.574313], [-3.365729, -1.371680, -5.109142], [-2.890877, -2.519152, -4.208849], [-2.408327, -3.685313, -5.081260], [-4.074666, -2.995687, -3.368785], [-1.730198, -2.035321, -3.345162], [-0.584950, -1.507585, -3.933841], [0.473317, -1.097831, -3.142085], [0.464819, -1.169761, -1.811404], [-0.636146, -1.651112, -1.235722], [-1.737973, -2.099601, -1.959512], [-0.658451, -1.629528, 0.257679], [-1.839800, -1.453096, 0.960172], [-1.811854, -1.301907, 2.343102], [-0.564119, -1.362798, 2.950676], [0.572276, -1.528125, 2.169476], [0.531141, -1.664215, 0.851447], [-3.110782, -1.067925, 3.107743], [-3.961835, -2.341733, 3.037434], [-3.873369, 0.102169, 2.468704], [-2.857013, -0.725293, 4.575652], [-4.203269, -1.704441, -5.727403], [-2.572989, -1.028300, -5.773965], [-3.695106, -0.519077, -4.512949], [-3.223125, -4.043464, -5.715705], [-2.062103, -4.515680, -4.463322], [-1.583129, -3.383123, -5.726725], [-4.887463, -3.306284, -4.028640], [-4.453988, -2.203372, -2.720730], [-3.808852, -3.850574, -2.744111], [-0.494112, -1.417164, -5.008658], [1.378850, -0.708111, -3.588901], [-2.586084, -2.497215, -1.421394], [-2.771224, -1.377012, 0.416456], [-0.448171, -1.247231, 4.019476], [1.561849, -1.552406, 2.614420], [-4.192276, -2.604204, 2.003385], [-4.905412, -2.192101, 3.568458], [-3.442227, -3.188226, 3.492340], [-4.208474, -0.133448, 1.458304], [-3.251049, 0.995857, 2.406304], [-4.760109, 0.327210, 3.068078], [-2.375466, -1.547501, 5.110703], [-3.810320, -0.521650, 5.067359], [-2.234854, 0.165706, 4.673473], [3.809509, -1.774934, 1.380833], [4.410883, -2.741438, 0.415918], [4.096376, -2.631901, -1.009986], [-1.308058, 3.978552, 6.446345], [-1.167561, 3.688778, 5.079273], [-0.766624, 2.420063, 4.663386], [-0.665867, 2.123362, 3.316074], [-0.960485, 3.082885, 2.359844], [-1.353045, 4.348629, 2.767208], [-1.464504, 4.649326, 4.115266], [-0.821864, 2.704640, 0.620628], [-1.997094, 1.935156, 0.280467], [-0.666151, 3.996383, -0.021370], [0.424126, 1.756469, 0.482055], [1.668931, 2.156623, 0.785149], [2.150937, 3.726123, 1.411913], [3.775655, 3.160209, 1.573104], [3.849676, 1.879007, 1.148598], [2.691593, 1.322841, 0.676487], [-0.710454, 3.422339, 7.038642], [-1.204545, 4.958513, 6.661560], [-0.520718, 1.665989, 5.404154], [-0.326795, 1.146453, 2.995545], [-1.549203, 5.100830, 2.014753], [-1.771863, 5.642054, 4.425853], [4.567170, 3.784059, 1.953209], [4.752338, 1.283065, 1.139632]],
  "forces_ev_per_angstrom": [[-0.4, 0.1, -0.5], [0.0, 0.0, 0.0], [-0.1, 0.0, 0.1], [0.0, 0.0, 0.0], [0.0, 0.0, 0.0], [0.0, 0.0, 0.0], [0.0, 0.0, 0.0], [-0.1, 0.0, 0.0], [0.0, -0.1, -0.1], [0.0, 0.0, -0.1], [0.0, 0.0, 0.0], [0.0, 0.0, 0.0], [0.0, 0.0, 0.0], [0.0, 0.0, 0.0], [0.0, 0.0, 0.0], [0.0, 0.0, 0.0], [0.0, 0.0, 0.0], [0.0, 0.0, 0.0], [0.0, 0.0, 0.0], [0.0, 0.0, 0.0], [0.0, 0.0, 0.0], [0.0, 0.0, 0.0], [0.0, 0.0, 0.1], [-0.1, -0.1, -0.1], [0.0, 0.1, 0.1], [0.0, 0.0, 0.0], [0.1, 0.3, -0.2], [0.0, 0.0, 0.0], [0.0, -0.1, 0.0], [0.0, 0.0, 0.0], [-0.1, -0.2, 0.0], [0.1, 0.0, 0.2], [0.0, 0.1, 0.0], [0.0, 0.0, 0.0], [-0.1, 0.0, 0.0], [0.0, 0.0, 0.0], [0.0, 0.0, 0.0], [0.0, 0.0, 0.0], [0.0, 0.0, 0.0], [0.0, 0.0, 0.0], [0.0, 0.0, 0.0], [0.0, 0.0, 0.0], [0.0, 0.0, 0.0], [0.0, 0.0, 0.0], [0.0, 0.0, 0.0], [0.0, 0.0, 0.0], [0.1, 0.0, 0.0], [0.0, 0.0, 0.0], [0.0, 0.0, 0.0], [0.0, 0.0, 0.0], [0.0, 0.0, 0.0], [0.0, 0.0, 0.0], [0.0, 0.0, 0.0], [0.0, 0.0, 0.0], [0.0, 0.0, 0.0], [0.0, 0.0, 0.0], [0.0, 0.0, 0.0], [0.0, 0.0, 0.0], [0.0, 0.0, 0.0], [-0.1, 0.0, 0.0], [0.2, -0.2, 0.2], [0.2, -0.2, 0.0], [0.0, 0.0, 0.1], [0.0, 0.0, 0.0], [0.0, 0.0, 0.0], [0.0, 0.0, 0.0], [0.1, 0.0, 0.0], [0.0, 0.1, 0.1], [0.0, 0.0, 0.0], [0.0, 0.0, 0.0], [-0.1, 0.1, 0.0], [0.0, 0.0, 0.0], [0.0, 0.0, 0.0], [0.1, 0.0, 0.0], [0.0, -0.3, -0.1], [0.0, 0.2, 0.0], [0.1, -0.1, 0.0], [0.0, 0.1, -0.1], [0.0, 0.2, 0.3], [0.0, 0.0, 0.0], [0.0, 0.0, 0.0], [0.0, 0.0, 0.0], [0.0, 0.0, 0.0], [0.0, 0.0, 0.0], [0.0, 0.0, 0.0], [0.0, 0.0, 0.0], [0.0, 0.0, 0.0]]
}